{"formula": "C44H119N13O14", "method": "ωB97M-V/def2-TZVPD", "homo_energy_ev": -8.8, "multiplicity": 1, "e_above_lowest_kcal_mol": 66.0, "fmax_ev_per_a": 4.073, "smiles": "COC[C@H](C)N.COC[C@H](C)N.COC[C@H](C)N.COC[C@H](C)N.COC[C@H](C)N.COC[C@H](C)N.COCCNCCOC.COCCNCCOC.COCCNCCOC.NC(N)=O.NC(N)=O", "symbols": ["C", "O", "C", "C", "C", "N", "H", "H", "H", "H", "H", "H", "H", "H", "H", "H", "H", "C", "O", "C", "C", "C", "N", "H", "H", "H", "H", "H", "H", "H", "H", "H", "H", "H", "C", "O", "C", "C", "C", "N", "H", "H", "H", "H", "H", "H", "H", "H", "H", "H", "H", "C", "O", "C", "C", "C", "N", "H", "H", "H", "H", "H", "H", "H", "H", "H", "H", "H", "C", "O", "C", "C", "C", "N", "H", "H", "H", "H", "H", "H", "H", "H", "H", "H", "H", "C", "O", "C", "C", "C", "N", "H", "H", "H", "H", "H", "H", "H", "H", "H", "H", "H", "C", "O", "C", "C", "N", "C", "C", "O", "C", "H", "H", "H", "H", "H", "H", "H", "H", "H", "H", "H", "H", "H", "H", "H", "C", "O", "C", "C", "N", "C", "C", "O", "C", "H", "H", "H", "H", "H", "H", "H", "H", "H", "H", "H", "H", "H", "H", "H", "C", "O", "C", "C", "N", "C", "C", "O", "C", "H", "H", "H", "H", "H", "H", "H", "H", "H", "H", "H", "H", "H", "H", "H", "N", "C", "N", "O", "H", "H", "H", "H", "N", "C", "N", "O", "H", "H", "H", "H"], "coordinates": [[1.7110, 5.1735, 3.4811], [1.9758, 5.9656, 2.3313], [3.1473, 6.6810, 2.4601], [3.8370, 6.9260, 1.1404], [4.3053, 5.5467, 0.5635], [4.9747, 7.7794, 1.3476], [2.5945, 4.7601, 3.8640], [1.0312, 4.3636, 3.1783], [1.1890, 5.6970, 4.2561], [3.0004, 7.6383, 3.0193], [3.8665, 6.1057, 3.0326], [2.9756, 7.1998, 0.4329], [5.1787, 5.2507, 1.1287], [4.6341, 5.4841, -0.4751], [3.5492, 4.8234, 0.7333], [5.5384, 7.9450, 0.5533], [4.7959, 8.6922, 1.7615], [2.6156, 0.5245, -4.7987], [3.2057, 0.3012, -6.0854], [2.3355, 0.8337, -7.0689], [2.8318, 0.2362, -8.4233], [2.1527, 0.9241, -9.5729], [2.5814, -1.2187, -8.5353], [3.4533, 0.3249, -4.1492], [1.7552, -0.0975, -4.6088], [2.3570, 1.5759, -4.7555], [1.2057, 0.6183, -6.9459], [2.4727, 1.9144, -7.0523], [3.8828, 0.4155, -8.3943], [2.1796, 2.0029, -9.3235], [1.0926, 0.6945, -9.7094], [2.6967, 0.7976, -10.5202], [3.2482, -1.6154, -9.1770], [2.7907, -1.6229, -7.6091], [-8.4522, -2.6853, 0.8828], [-7.1038, -3.0086, 0.8018], [-6.3211, -1.9539, 0.2958], [-4.8832, -2.2660, 0.7930], [-4.3454, -3.5032, 0.0831], [-4.8179, -2.3663, 2.2842], [-8.9644, -3.5372, 1.4175], [-8.8442, -2.4363, -0.1571], [-8.7101, -1.7628, 1.4670], [-6.5665, -1.8018, -0.7891], [-6.5780, -1.0609, 0.9218], [-4.3056, -1.4022, 0.4671], [-4.6139, -3.4543, -1.0341], [-4.7097, -4.4997, 0.4916], [-3.2339, -3.5322, 0.1059], [-5.6587, -2.8500, 2.5769], [-4.9508, -1.4571, 2.6755], [-1.8371, 4.1016, 2.7716], [-2.3483, 2.8089, 2.4344], [-3.4212, 3.0800, 1.5693], [-4.1314, 1.7905, 1.1814], [-5.2671, 2.0563, 0.1041], [-4.7652, 1.0499, 2.3031], [-2.6402, 4.6019, 3.3484], [-1.5695, 4.6413, 1.9060], [-0.9936, 3.8955, 3.4537], [-4.0530, 3.6495, 2.1677], [-2.9512, 3.5409, 0.6598], [-3.3426, 1.2212, 0.6797], [-5.6420, 1.1149, -0.3024], [-4.6666, 2.3952, -0.7355], [-6.0249, 2.7943, 0.3057], [-5.6964, 1.4886, 2.4077], [-4.3039, 1.2299, 3.1866], [6.0071, -5.6369, 1.7351], [5.1497, -4.6564, 2.2580], [4.2452, -4.0465, 1.3404], [3.5664, -2.8747, 1.9594], [2.4935, -3.1374, 3.0252], [3.0331, -2.0896, 0.8996], [5.4037, -6.5478, 1.5190], [6.6147, -5.9299, 2.5461], [6.5633, -5.3950, 0.8185], [4.7633, -3.7151, 0.4262], [3.4907, -4.7720, 1.0133], [4.3303, -2.1968, 2.4497], [1.9935, -2.2436, 3.2911], [2.9167, -3.4184, 4.0089], [1.6931, -3.9181, 2.6412], [3.7396, -1.5128, 0.5010], [2.2580, -1.4476, 1.1316], [0.1986, 10.1662, -1.6807], [-0.3328, 8.9192, -2.1757], [0.2547, 7.7927, -1.4451], [-0.4985, 6.5296, -1.7480], [-1.9522, 6.5373, -1.2747], [0.1817, 5.4311, -0.9504], [0.0996, 10.1236, -0.5919], [-0.3759, 10.9899, -2.0763], [1.2911, 10.2895, -1.8054], [1.3006, 7.8504, -1.8689], [0.0897, 8.0966, -0.4162], [-0.4992, 6.3359, -2.8480], [-2.0729, 6.9001, -0.2446], [-2.3370, 5.5275, -1.3298], [-2.5004, 7.1638, -1.9767], [1.1705, 5.3482, -1.1360], [-0.1213, 4.4709, -1.2043], [-2.0279, -4.3850, 4.1244], [-1.5635, -5.3887, 3.1613], [-2.1561, -5.1864, 1.9174], [-1.7152, -6.3384, 1.0796], [-0.2904, -6.4461, 1.1753], [0.1833, -7.6101, 0.4603], [-0.1236, -8.9012, 1.1154], [0.5440, -8.9769, 2.3618], [0.3074, -10.1893, 3.0479], [-2.0143, -3.3042, 3.8332], [-1.4047, -4.6042, 4.9836], [-3.0793, -4.6115, 4.3044], [-1.8860, -4.1713, 1.5347], [-3.2561, -5.3095, 1.9580], [-1.9872, -6.1368, 0.0464], [-2.1357, -7.2761, 1.3560], [0.0138, -6.7046, 2.1100], [1.2655, -7.5562, 0.3466], [-0.2624, -7.5832, -0.5273], [0.0938, -9.7743, 0.4488], [-1.1878, -9.1214, 1.2383], [-0.6376, -10.1922, 3.5879], [1.1631, -10.3052, 3.7035], [0.1993, -11.0680, 2.4239], [6.5067, 0.0817, 2.0417], [5.1558, 0.4661, 2.1024], [4.9237, 1.6358, 2.9286], [3.3909, 1.9967, 3.0026], [2.5940, 0.9321, 3.4135], [1.3070, 1.3931, 4.0023], [0.4487, 0.2752, 4.4186], [-0.8895, 0.7772, 4.7014], [-1.6597, -0.0029, 5.6234], [6.8169, -0.3000, 3.0204], [7.1559, 0.9063, 1.6581], [6.6240, -0.6406, 1.2774], [5.5427, 2.4778, 2.5165], [5.1992, 1.4801, 4.0002], [3.1487, 2.3711, 2.0090], [3.2449, 2.8352, 3.6723], [2.3180, 0.3557, 2.6257], [0.6957, 2.0636, 3.3130], [1.4505, 1.9792, 4.9001], [0.8556, -0.1448, 5.3160], [0.4033, -0.4484, 3.6551], [-2.6770, 0.4305, 5.5187], [-1.3368, -0.0139, 6.6788], [-1.7474, -0.9949, 5.2768], [-4.0793, -0.3355, -2.6505], [-3.1738, 0.6657, -2.2463], [-2.1282, 1.0041, -3.2117], [-1.4807, 2.2682, -2.7320], [-0.9076, 2.0914, -1.2918], [0.3493, 1.4372, -1.2963], [1.0402, 1.2711, 0.0099], [0.8738, -0.0312, 0.5861], [-0.4118, -0.5684, 0.7313], [-3.5287, -1.2562, -2.7066], [-4.4340, -0.0652, -3.6533], [-4.8919, -0.3844, -1.9704], [-2.6750, 1.1179, -4.1734], [-1.3863, 0.2248, -3.3540], [-2.2478, 3.0869, -2.7536], [-0.7084, 2.6293, -3.3270], [-1.6439, 1.5278, -0.8056], [1.0395, 2.0528, -1.9521], [0.3353, 0.4302, -1.8190], [0.8542, 2.0632, 0.7298], [2.1408, 1.2650, -0.0664], [-0.7971, -0.7147, -0.2564], [-1.0694, 0.0302, 1.3689], [-0.3278, -1.5362, 1.1683], [-1.5645, -1.4147, -6.3418], [-0.8894, -2.0248, -5.2617], [-1.2457, -3.2669, -4.9034], [-0.0863, -1.4159, -4.5900], [-1.9172, -2.0531, -7.0663], [-1.2254, -0.5660, -6.7123], [-0.9775, -3.6529, -3.9859], [-2.1126, -3.7176, -5.1905], [0.6312, -4.1356, -0.4152], [0.2604, -3.7788, -1.6184], [0.7652, -2.6234, -2.1072], [-0.5962, -4.3786, -2.3436], [1.4382, -3.7230, -0.0011], [0.3574, -5.0846, -0.1201], [0.6975, -2.4010, -3.0599], [1.6031, -2.2663, -1.6705]], "atomic_forces_ev_per_a": [[-1.7, -0.2, -1.5], [-0.7, -0.6, 0.1], [1.1, 0.9, 0.9], [-1.5, -1.3, -2.0], [0.9, 1.0, 0.6], [-0.3, 0.6, 0.9], [1.3, -0.6, 0.6], [0.4, 0.2, -0.1], [-0.2, 0.8, 0.6], [0.0, -0.3, -0.4], [0.3, -0.2, 0.5], [1.2, 0.6, 0.6], [0.3, -0.2, 0.4], [-0.3, 0.6, -0.1], [-0.9, -0.7, 0.0], [0.5, -0.1, -1.0], [-0.4, -0.4, 0.0], [1.4, 0.1, -0.6], [-1.6, -0.3, 0.1], [-0.3, -1.3, -1.2], [-1.5, -0.4, 0.6], [0.3, 1.7, -0.2], [-0.2, 0.3, 1.6], [-0.1, -0.1, 0.8], [-0.2, -0.3, 0.0], [-0.2, 0.4, 0.4], [1.6, 0.0, 0.2], [-0.2, 0.3, -0.3], [1.0, 0.4, -0.3], [0.0, -0.2, -0.5], [0.2, -0.4, 0.2], [-0.3, -0.1, 0.2], [0.2, -0.1, -0.2], [-0.1, 0.1, -0.6], [-1.5, 0.1, -0.3], [-0.2, -0.2, 0.2], [0.0, 0.5, 1.8], [-0.4, 0.0, -0.6], [0.4, -1.0, -1.2], [-0.2, -0.5, -1.3], [0.3, 0.8, -1.0], [0.0, -0.8, 1.0], [0.7, -0.5, -0.1], [0.7, 0.0, 0.7], [-0.1, 0.0, -0.9], [0.4, 0.1, 0.2], [0.2, -0.1, 1.6], [0.2, 1.4, -0.4], [-0.7, 0.0, 0.1], [0.0, -0.5, 0.0], [0.3, 1.0, 0.1], [-0.3, -1.8, 2.4], [0.6, 0.2, -0.1], [1.1, -1.8, -1.3], [-1.4, 0.2, -0.4], [2.7, -0.7, -0.4], [-0.5, 0.8, -0.3], [0.5, 0.3, -0.2], [0.5, 0.8, -1.0], [-0.3, 0.4, -0.4], [-1.7, 1.8, 0.3], [-1.0, 0.1, 0.5], [-0.3, -0.6, 0.2], [-0.4, 0.0, 0.6], [-0.2, 0.5, -0.4], [-0.3, 0.1, 0.5], [0.6, -0.5, 0.0], [0.4, 0.0, 0.0], [-1.8, -1.0, -0.6], [-0.1, 1.0, -0.3], [0.7, -1.1, 0.0], [0.7, 1.9, 2.2], [-0.5, -2.5, -0.5], [-2.2, 0.5, -1.4], [0.2, 0.3, -0.2], [1.2, -0.1, 0.7], [0.0, 0.4, 0.3], [0.1, 0.0, 0.2], [-0.1, -0.2, 0.0], [-0.3, -1.1, 0.0], [-0.7, 1.2, -0.2], [0.0, -0.6, -0.7], [1.5, 1.4, 0.9], [0.6, 0.4, -0.4], [0.6, -0.6, 0.1], [0.1, -1.6, 0.8], [0.1, 0.4, 0.0], [0.0, 2.3, -1.8], [0.5, -1.9, 0.5], [0.4, 0.6, -0.4], [-0.3, -0.4, -0.8], [-0.3, 0.4, 0.2], [0.0, 0.1, -0.3], [-0.4, -0.1, -0.6], [-0.6, -0.9, 1.3], [0.8, -0.6, 0.6], [0.1, 0.2, 0.6], [0.2, 0.0, -0.3], [-0.2, -0.3, 0.0], [-0.3, 0.1, 0.2], [0.4, 0.6, -0.1], [-0.6, 0.9, 0.2], [0.0, -1.1, -0.6], [-0.4, 1.9, 1.4], [-0.9, -0.2, 0.0], [0.7, 0.9, -0.6], [1.6, -0.7, -0.1], [0.3, 0.3, -1.0], [-0.7, -2.1, -0.1], [-0.1, -0.3, -0.6], [0.0, 0.3, 0.2], [0.5, -0.9, -0.3], [-0.2, 0.4, 0.3], [-0.1, 0.1, 0.4], [-0.2, -0.8, 0.0], [0.2, 0.7, 0.3], [0.0, 0.0, -0.3], [-1.1, -0.6, 0.5], [-0.5, 1.0, 0.5], [0.2, 0.1, -0.1], [0.0, -0.2, -0.4], [0.8, 0.5, 0.3], [-0.4, 0.7, 0.4], [-0.1, 0.4, 0.4], [-0.1, -0.2, 0.3], [0.5, -0.1, -0.7], [0.2, 1.4, 0.3], [-0.9, 1.0, 0.5], [-0.3, 0.0, 0.5], [2.6, 0.9, -1.6], [-2.5, -1.2, 1.2], [0.1, 1.5, -1.2], [-1.7, 0.3, 1.1], [1.0, -0.2, 0.4], [-0.6, 1.5, -0.7], [0.4, 0.1, -0.2], [-0.3, -0.1, 0.8], [-0.2, -1.2, -0.5], [-0.6, -0.5, 0.4], [0.3, -0.3, -0.7], [-0.4, 0.2, -0.4], [0.4, 0.1, 0.3], [0.3, -0.2, -0.1], [0.7, -0.7, 0.4], [0.6, 0.4, 0.1], [0.3, -0.6, 0.6], [-0.2, -1.3, -1.0], [0.6, -0.2, 0.5], [0.2, 0.3, -0.4], [0.1, -1.5, -0.4], [1.4, 0.8, -1.4], [1.0, 0.8, 0.3], [-1.6, -0.4, -0.3], [-1.4, 0.3, 3.0], [-2.9, 0.5, -1.1], [1.7, -0.6, -2.4], [1.1, -1.0, 1.0], [0.6, 0.2, 0.8], [-0.2, 0.8, -0.2], [-0.1, -0.9, 0.0], [-0.3, -0.3, 0.0], [-0.6, 0.0, 0.7], [0.6, 0.2, 0.2], [0.0, -0.5, 0.2], [0.5, -0.6, 0.5], [1.6, 0.2, -1.3], [1.0, 0.6, -0.4], [-0.6, -0.5, 0.6], [0.1, 0.7, 0.5], [-0.7, 0.2, 0.2], [-0.3, 0.3, -0.6], [-0.9, -0.1, -0.6], [0.0, 0.2, -0.1], [0.3, -0.8, 0.4], [-0.6, -2.5, 0.2], [-1.3, 0.5, -0.5], [-1.2, -1.6, -0.2], [1.2, 1.1, 0.2], [0.3, 0.5, 0.6], [0.7, 0.8, 0.0], [0.5, 0.4, 0.0], [0.4, 0.6, -0.4], [-0.3, -1.8, 1.1], [-2.0, 0.3, -3.5], [1.4, 0.6, 1.8], [1.0, 0.1, 1.5], [0.5, 0.4, 0.3], [0.1, 0.7, 0.4], [-0.6, 0.2, -1.4], [-0.1, 0.1, 0.2]], "lowdin_charge": [-0.08, -0.16, -0.27, -0.43, -0.05, 0.05, 0.05, 0.06, 0.09, 0.14, 0.11, 0.14, 0.07, 0.07, 0.05, 0.06, 0.08, -0.09, -0.19, -0.22, -0.44, -0.09, 0.03, 0.09, 0.05, 0.08, 0.15, 0.12, 0.12, 0.08, 0.08, 0.08, 0.06, 0.07, -0.14, -0.22, -0.22, -0.41, -0.07, 0.07, 0.10, 0.10, 0.09, 0.13, 0.11, 0.11, 0.10, 0.09, 0.06, 0.06, 0.02, -0.08, -0.20, -0.24, -0.38, -0.04, 0.05, 0.10, 0.07, 0.08, 0.10, 0.14, 0.11, 0.06, 0.06, 0.07, 0.08, 0.06, -0.12, -0.18, -0.21, -0.47, -0.03, 0.05, 0.09, 0.07, 0.09, 0.13, 0.12, 0.15, 0.03, 0.09, 0.12, 0.07, 0.06, -0.11, -0.22, -0.19, -0.41, -0.06, 0.05, 0.07, 0.08, 0.09, 0.14, 0.11, 0.14, 0.09, 0.05, 0.08, 0.05, 0.05, -0.07, -0.20, -0.27, -0.21, -0.08, -0.22, -0.25, -0.17, -0.11, 0.08, 0.08, 0.08, 0.12, 0.11, 0.13, 0.10, 0.11, 0.13, 0.12, 0.13, 0.11, 0.09, 0.09, 0.08, -0.13, -0.22, -0.17, -0.24, -0.02, -0.20, -0.21, -0.19, -0.09, 0.10, 0.10, 0.06, 0.12, 0.12, 0.10, 0.09, 0.09, 0.12, 0.12, 0.12, 0.09, 0.09, 0.09, 0.05, -0.09, -0.23, -0.19, -0.14, -0.03, -0.26, -0.19, -0.25, -0.09, 0.08, 0.09, 0.05, 0.13, 0.09, 0.12, 0.08, 0.09, 0.13, 0.13, 0.12, 0.13, 0.07, 0.10, 0.07, 0.15, -0.65, 0.17, -0.01, 0.10, 0.06, 0.06, 0.11, 0.21, -0.65, 0.18, -0.06, 0.06, 0.08, 0.04, 0.09]}